[1]
Formula: C4H7NO2
Source: OMol25
Level of theory: ωB97M-V/def2-TZVPD

Its HOMO energy is -10.00 eV. The molecular weight is 101.10 g/mol. The energy above the lowest of the compared OMol25 structures with the same formula, charge and spin comes out at 159.1 kJ/mol. As for the total energy: -9845.6308 eV. The charge is 0. The value obtained for the LUMO energy is 0.90 eV. As for the SMILES: [H]/N=C/COC(C)=O. The spin multiplicity is 1. The value obtained for the frontier orbital gap is 10.90 eV.

```
14
Properties=species:S:1:pos:R:3:lowdin_charge:R:1
H -1.8097 -2.4864 0.3805 0.06
N -1.5664 -2.0849 -0.5251 0.11
C -1.1676 -0.8985 -0.4052 -0.26
C -0.5755 -0.0399 -1.5091 -0.12
O 0.1974 0.9287 -0.7815 -0.02
C 0.8663 0.3134 0.2238 -0.58
C 1.2514 1.2269 1.3381 0.03
O 1.1249 -0.8678 0.2038 0.10
H -1.1506 -0.2873 0.5304 0.13
H 0.0461 -0.5982 -2.2152 0.13
H -1.3486 0.5127 -2.0492 0.13
H 1.1444 0.6957 2.2877 0.10
H 0.6787 2.1550 1.3460 0.09
H 2.3092 1.4307 1.1752 0.10
```


[2]
Formula: C4H3BrF2N2
Source: OMol25
Level of theory: ωB97M-V/def2-TZVPD

Its HOMO energy (spin up / spin down) is -10.06 / -7.10 eV. The molecular weight is 196.98 g/mol. The energy above the lowest of the compared OMol25 structures with the same formula, charge and spin comes out at 285.8 kJ/mol. As for the total energy: -82650.5206 eV. The charge is 0. The value obtained for the LUMO energy (spin up / spin down) is -0.47 / -3.40 eV. The spin multiplicity is 1. The value obtained for the frontier orbital gap (spin up / spin down) is 9.59 / 3.70 eV.

```
12
Properties=species:S:1:pos:R:3:lowdin_charge:R:1
C 0.0229 -0.9615 0.8659 -0.01
C 0.9129 -0.3425 0.0835 -0.10
C -0.8682 -1.5307 -0.1007 -0.25
C -2.1434 -2.1823 0.1372 -0.26
N -0.4003 -1.3678 -1.3442 0.09
N 0.6794 -0.6665 -1.2194 -0.01
F -2.7536 -2.1471 1.2917 0.15
F -2.9620 -2.7007 -0.7273 0.18
Br -3.0090 1.7117 0.0340 -0.18
H -0.2742 -1.0675 1.8643 0.10
H 1.7103 0.3994 0.2125 0.13
H 1.3558 -0.5568 -1.9703 0.17
```